The following is a quantum chemistry calculation of a 3-piece molecular cluster, C23H58N6O4P3 overall, from OMol25.

Last column: Mulliken charge in e.
Atoms and positions in Å:
1 C 5.61022 -0.28756 0.43287  0.03
2 C 4.90022 0.66792 0.61044  -0.24
3 C 4.17140 1.87391 0.93476  -0.96
4 P 3.73750 1.92870 2.85241  0.77
5 C 3.33820 2.15690 4.71040  -1.36
6 C 4.38628 1.49505 5.62137  -0.43
7 C 4.07433 -0.00870 5.71559  -0.64
8 C 5.27456 -0.92255 5.99120  -0.96
9 C 6.46948 -0.73546 5.03065  -0.19
10 C 6.47862 -1.85947 4.01871  -0.70
11 O 7.70555 -1.88046 3.24848  -0.31
12 C 7.85833 -3.05505 2.59219  0.71
13 C 6.77526 -3.56089 1.66869  -0.85
14 O 8.86532 -3.69447 2.75382  -0.61
15 H 6.18716 -1.06372 -0.00760  0.44
16 H 4.75876 2.76658 0.71713  0.41
17 H 3.25910 1.87804 0.33541  0.05
18 H 2.46407 1.23674 2.58263  -0.41
19 H 3.02551 3.20334 2.55692  0.03
20 H 5.01800 2.64938 3.08567  0.00
21 H 4.36093 0.61892 3.06903  -0.79
22 H 3.25390 3.22650 4.91010  0.49
23 H 2.39564 1.63369 4.90835  0.40
24 H 5.40707 1.72589 5.31166  0.31
25 H 4.26003 1.94131 6.61727  0.37
26 H 3.60028 -0.31870 4.78539  0.27
27 H 3.36996 -0.13741 6.54301  0.43
28 H 5.61639 -0.88253 7.02725  0.36
29 H 4.91880 -1.95080 5.84854  0.43
30 H 7.40649 -0.76565 5.59354  0.38
31 H 6.46327 0.21116 4.49370  0.20
32 H 6.36438 -2.82468 4.52436  0.42
33 H 5.61700 -1.73246 3.35629  0.12
34 H 6.99638 -3.24597 0.65043  0.20
35 H 6.79628 -4.64897 1.68118  0.36
36 H 5.77280 -3.26573 1.96351  0.34
37 O 0.54781 -0.87730 0.81949  -0.92
38 P 0.40470 -1.53383 -0.51857  0.77
39 N 0.09542 -0.17838 -1.54226  0.28
40 C -1.18266 0.38014 -1.92418  -0.89
41 C 1.18600 0.78924 -1.64692  -0.94
42 N -0.99387 -2.53134 -0.15070  0.12
43 C -2.35007 -2.01367 -0.23070  -0.94
44 C -0.81621 -3.25455 1.10420  -1.09
45 N 0.81423 -2.61371 -1.83424  0.11
46 C 2.24706 -2.82650 -2.04603  -0.99
47 C 0.06602 -2.67036 -3.04827  -0.81
48 H -1.09211 0.84552 -2.91169  0.59
49 H -1.55115 1.13650 -1.21913  0.39
50 H -1.95719 -0.37226 -2.04855  -0.28
51 H 1.76011 0.61520 -2.56668  0.29
52 H 1.87955 0.71520 -0.80739  0.08
53 H 0.82091 1.81663 -1.66575  0.43
54 H -2.45870 -1.01376 0.21216  0.34
55 H -3.04127 -2.68373 0.28450  0.41
56 H -2.70358 -1.98718 -1.26480  0.14
57 H -1.02690 -2.62388 1.97607  0.36
58 H 0.21005 -3.61335 1.20583  0.34
59 H -1.47578 -4.12538 1.13181  0.36
60 H 2.71531 -2.00355 -2.60688  0.30
61 H 2.42594 -3.75955 -2.58744  0.33
62 H 2.76345 -2.90994 -1.08692  0.37
63 H 0.30612 -1.84520 -3.73625  0.26
64 H -1.00995 -2.66785 -2.86952  0.16
65 H 0.28748 -3.61161 -3.56030  0.39
66 O -4.19469 2.09599 -2.58206  -0.91
67 P -5.67024 1.76876 -2.54012  1.01
68 N -5.71130 1.07392 -4.14434  0.22
69 C -5.95514 1.73491 -5.40658  -1.18
70 C -4.95953 -0.16471 -4.30394  -0.88
71 N -6.28997 3.38888 -2.37425  0.04
72 C -6.35499 4.30292 -3.50452  -0.99
73 C -5.70462 4.06998 -1.21946  -1.07
74 N -7.28176 1.08976 -2.25517  0.00
75 C -7.31231 -0.13089 -1.45090  -0.96
76 C -8.32594 1.12463 -3.22964  -0.83
77 H -6.40647 1.02335 -6.10728  0.41
78 H -5.03900 2.13736 -5.86282  0.33
79 H -6.67545 2.54428 -5.32585  0.33
80 H -5.62343 -1.03825 -4.24904  0.25
81 H -4.19652 -0.27577 -3.52970  0.04
82 H -4.43979 -0.19621 -5.26280  0.42
83 H -5.44638 4.29365 -4.12082  0.33
84 H -6.50983 5.32381 -3.15383  0.39
85 H -7.21949 4.08934 -4.13698  0.23
86 H -4.70611 4.46542 -1.43847  0.35
87 H -5.60356 3.38714 -0.37258  0.35
88 H -6.34771 4.89345 -0.90450  0.37
89 H -7.06594 -1.02802 -2.03976  0.30
90 H -8.29668 -0.27524 -0.99865  0.33
91 H -6.59203 -0.06211 -0.63139  0.33
92 H -8.21419 0.35176 -4.00489  0.25
93 H -8.40172 2.09529 -3.71926  0.18
94 H -9.28343 0.96229 -2.72662  0.36

Cartesian forces, eV/Å:
C 0.113 -0.567 -0.496
C 0.161 0.908 0.016
C 0.029 -0.748 -0.177
P -0.923 0.550 0.193
C 0.614 -0.670 -0.085
C -0.951 0.252 0.325
C 0.709 0.258 0.420
C -0.069 -0.150 -0.556
C 0.486 -0.298 0.153
C -0.515 0.233 -0.184
O -0.503 -0.318 0.052
C 0.481 -0.341 0.297
C -0.274 -0.244 0.243
O 0.203 0.127 -0.258
H 0.044 -0.063 0.246
H 0.086 -0.030 -0.001
H -0.197 0.239 0.256
H 0.004 -0.129 -0.049
H 0.212 0.141 -0.085
H 0.135 -0.040 -0.021
H 0.352 0.100 0.061
H -0.096 0.017 -0.055
H -0.224 0.388 0.004
H -0.029 -0.085 -0.261
H 0.315 -0.132 0.111
H -0.062 -0.055 0.020
H -0.225 -0.146 -0.195
H -0.044 0.298 0.022
H -0.002 -0.039 0.211
H 0.025 -0.053 -0.031
H -0.205 0.042 0.029
H 0.183 0.002 0.057
H 0.060 0.096 -0.084
H -0.094 0.189 0.024
H 0.211 -0.012 0.008
H 0.020 0.338 -0.218
O 3.068 -1.266 -0.315
P -5.759 1.483 -1.349
N -0.303 -0.232 -0.144
C -0.182 -0.025 -0.122
C 0.439 -0.446 -0.032
N -0.752 -0.135 -0.643
C 0.004 0.244 -0.098
C 0.322 0.111 0.084
N 3.549 -0.762 2.275
C 0.048 0.212 -0.022
C -0.630 0.486 -0.232
H 0.067 0.144 0.073
H -0.031 0.007 -0.045
H 0.118 -0.023 0.103
H 0.008 0.156 -0.016
H -0.062 -0.018 0.055
H -0.165 -0.059 0.092
H -0.109 -0.023 0.003
H 0.164 -0.075 0.148
H 0.042 0.112 0.018
H 0.076 -0.023 0.029
H -0.021 0.002 -0.019
H -0.046 0.021 -0.123
H 0.055 -0.106 -0.042
H -0.094 0.021 -0.038
H -0.018 0.067 -0.016
H -0.043 0.026 0.077
H 0.031 0.100 0.157
H 0.135 -0.029 0.134
O 0.086 -1.896 3.142
P -1.463 3.252 -6.179
N -0.374 0.157 -0.649
C 0.018 0.116 0.020
C -0.174 -0.102 0.501
N -0.611 0.242 0.012
C 0.092 -0.201 -0.355
C 0.223 -0.235 0.116
N 1.506 -1.539 4.113
C 0.119 -0.022 -0.095
C 0.101 0.222 -0.807
H 0.120 -0.067 -0.025
H -0.027 0.019 -0.065
H 0.063 0.016 0.121
H 0.056 -0.059 -0.103
H 0.035 0.028 -0.030
H 0.007 0.116 -0.013
H -0.025 0.093 -0.019
H 0.105 -0.054 0.220
H 0.088 -0.089 -0.056
H 0.023 -0.043 0.060
H -0.025 0.005 -0.002
H -0.089 -0.038 -0.080
H -0.099 -0.044 0.070
H -0.027 0.025 -0.074
H 0.005 -0.009 -0.034
H 0.061 0.068 0.003
H 0.150 0.022 0.019
H 0.111 -0.012 0.202

Results
Max |F| ... 7.13 eV/A
LUMO level ... 0.603 eV
Net charge ... -1
Orbital gap ... 3.97 eV